ORCA calculation (the ωB97M-V functional and the def2-TZVPD basis) on a structure of composition C22H52B3O9P at a distorted geometry.

Geometry as XYZ:
```
87
Properties=species:S:1:pos:R:3:forces:R:3:mulliken_charge:R:1
O -3.565 1.111 3.612 -0.6 -0.4 0.6 -0.525
H -2.952 1.663 3.129 0.2 0.1 -0.2 0.306
H -2.755 -6.281 -2.974 0.0 0.1 0.0 0.236
H -0.198 -5.795 0.493 0.0 0.0 -0.1 0.281
O 2.694 3.894 6.650 0.1 0.1 -0.2 -0.416
C 0.732 -2.274 -0.963 -0.2 0.7 0.2 -0.341
C 2.352 3.603 0.878 -0.9 -0.3 0.0 -0.859
H -1.658 -0.684 1.153 0.4 0.4 0.4 0.135
H 1.033 3.364 -2.039 0.2 -0.4 0.3 0.483
H -1.530 -1.590 3.386 -0.1 0.5 0.3 0.328
C -0.210 -7.881 -0.724 0.0 -0.1 0.1 -0.670
H 0.811 -7.883 -0.331 0.1 0.0 -0.1 0.321
H -1.312 0.087 4.120 -0.3 -0.6 -0.1 0.319
H -3.855 -0.946 3.908 0.0 0.7 -0.1 0.325
C 1.009 2.411 -1.481 0.0 -0.2 0.8 -0.718
H 1.388 -2.934 -1.558 -0.4 0.3 0.2 0.208
H 3.693 5.457 5.697 0.0 0.0 0.0 0.313
O -2.222 -5.387 -1.221 -0.1 -0.2 0.1 -0.207
H -0.706 5.856 -5.852 -0.2 -0.5 -0.2 0.257
H 6.351 4.196 5.284 0.0 0.0 -0.1 0.250
H -1.475 1.004 1.662 0.3 -0.4 0.4 0.265
H -2.934 -7.319 -1.548 0.0 0.0 0.0 0.351
C -1.174 -0.033 1.921 0.2 -0.4 0.0 -0.152
H 2.034 4.551 0.394 0.4 -0.6 0.1 0.417
H -4.096 -5.995 -1.845 -0.1 -0.1 0.0 0.321
H -0.642 3.531 -4.484 -0.6 -0.4 0.3 0.300
H -1.703 -2.160 -4.685 0.1 0.6 0.2 0.384
O 2.598 -0.675 0.125 -2.4 1.4 0.1 -0.352
H 6.269 2.435 5.498 0.0 0.0 0.1 0.314
C 5.689 3.363 5.521 0.0 0.0 -0.1 -0.795
H -0.200 -0.302 -1.148 0.2 -0.3 -0.5 -0.332
H -3.636 -0.361 2.189 0.0 -0.4 0.7 0.261
C -2.052 2.044 -5.333 -0.3 -0.5 1.0 -0.556
B 0.395 -0.273 1.780 0.7 -0.6 1.0 -0.250
B 1.452 -1.509 0.236 0.8 -1.5 0.9 0.253
B 2.169 0.603 0.602 0.3 0.0 1.0 0.480
P 2.563 2.224 -0.404 0.6 0.8 -0.4 -0.264
H 0.791 -0.729 -2.566 -0.4 -0.3 0.4 0.448
H -0.368 4.212 -6.492 -0.5 0.2 0.1 0.305
O -2.196 4.466 -5.438 0.4 -0.2 0.1 -0.467
C 2.974 5.276 6.500 0.0 -0.1 0.1 -0.717
H -1.270 1.875 -6.103 -0.5 0.0 0.4 0.284
C -1.764 -0.513 3.310 -0.6 0.4 -1.4 -0.571
H 3.398 5.638 7.436 -0.1 -0.1 0.0 0.258
H 2.050 5.825 6.295 0.0 0.1 0.0 0.320
H 3.292 1.929 3.995 -0.1 -0.1 0.0 0.129
H -0.425 -8.862 -1.147 0.0 0.0 0.1 0.255
H -2.329 -4.521 0.615 0.0 0.0 0.1 0.342
O 0.878 -1.604 1.550 -0.6 1.9 -1.6 -0.447
H -0.298 -7.134 -1.516 0.0 0.0 0.0 0.262
C -2.122 0.809 -4.343 1.2 -0.3 -1.3 -0.315
O -1.134 -7.644 0.326 0.1 0.2 -0.2 -0.397
H -0.722 -0.146 -5.707 0.0 0.1 0.6 0.459
C -1.137 -6.290 0.758 -0.3 -0.2 0.2 -0.457
H -2.989 0.163 -4.594 0.3 0.5 0.3 0.306
H 2.066 3.986 4.669 0.1 0.0 0.0 0.323
C -0.994 -1.549 -4.098 0.8 0.2 1.1 -1.120
C -0.850 -0.080 -4.604 -0.9 -0.4 -0.2 -0.478
O 1.397 0.740 1.815 -0.6 -1.2 -2.1 0.301
H -2.222 3.487 -3.621 0.0 -0.2 -0.5 0.342
C -1.176 4.946 -6.296 0.2 0.9 -0.2 -0.659
H -3.264 -6.016 0.464 0.0 -0.1 0.0 0.443
H -2.188 1.129 -3.287 0.0 -0.1 -0.5 0.195
H -0.108 -2.857 -0.526 0.7 0.1 -0.2 -0.025
H 3.289 3.771 1.442 -0.5 -0.2 -0.3 0.261
H -3.024 2.065 -5.865 0.5 0.6 0.3 0.333
H 1.524 3.333 1.567 0.6 0.2 -0.2 0.121
C -3.048 -6.300 -1.925 0.0 0.1 0.0 -0.875
H -2.096 -0.942 -2.247 0.3 -0.5 -0.2 0.354
C 3.591 2.465 4.901 -0.1 0.2 -0.4 -0.253
C -2.323 -5.530 0.191 0.3 0.3 -0.2 -0.577
C -3.320 -0.243 3.251 1.5 0.0 -0.5 -0.387
H -1.217 -6.302 1.849 0.0 0.1 0.0 0.382
C -1.740 3.386 -4.610 0.0 0.1 -0.8 -0.454
O 4.667 3.322 4.539 0.0 0.0 0.3 -0.335
H -1.617 5.259 -7.263 0.1 -0.3 0.5 0.253
H 0.057 0.429 -4.215 -0.4 -0.4 -0.1 0.136
C -1.268 -1.614 -2.547 1.2 0.3 -0.6 -0.402
H 0.111 2.418 -0.830 0.3 -0.1 -0.5 0.300
H 1.572 2.565 5.600 0.0 0.0 -0.1 0.299
C 0.060 -1.139 -1.844 -0.3 -0.2 0.8 0.199
H 0.013 -2.014 -4.220 -0.7 0.0 -0.1 0.352
H 0.983 1.566 -2.195 -0.1 0.5 0.4 -0.082
H 3.914 1.726 5.641 0.0 0.1 0.1 0.361
H 5.282 3.517 6.523 0.0 0.0 0.0 0.336
C 2.400 3.256 5.413 0.1 -0.3 0.4 -0.391
H -1.460 -2.647 -2.202 -0.2 0.5 -0.3 0.079
```
Forces are in eV/Å.

Properties
**Total charge**: 0
**Frontier orbital gap**: 8.769 eV